1.
ORCA calculation (ωB97M-V/def2-TZVPD) on C11H21N2 as an isolated structure.

Last column: Löwdin charge in e.
CARTESIAN COORDINATES (ANGSTROEM)
C 1.9677 0.2313 -0.1888  -0.07
C 0.7293 -0.7982 -1.9685  -0.11
C -1.2435 -1.3979 0.1409  -0.08
C -1.4212 -0.2801 1.1380  -0.14
C 0.2533 -1.3378 -0.0892  -0.30
C -0.3741 0.7346 0.7797  -0.41
C 0.1919 -1.0354 -3.3147  0.00
C 1.1176 -2.6389 -0.0571  0.01
C -0.8370 1.4731 -0.4560  -0.02
C -1.1526 2.3642 2.7294  -0.05
C 0.0243 1.6877 1.9437  -0.16
N 1.7056 -0.0337 -1.6971  0.11
N 0.8014 -0.2486 0.4290  -0.06
H 2.1325 1.3015 0.0544  0.14
H 2.8837 -0.4154 0.2214  0.18
H -1.4676 -2.4313 0.4398  0.14
H -1.8248 -1.0329 -0.6801  0.11
H -2.4810 0.2267 1.2046  0.17
H -1.2865 -0.7382 2.1411  0.14
H 0.5305 -0.2337 -3.9283  0.09
H -0.8400 -1.4382 -3.2465  0.11
H 0.5740 -1.9696 -3.6355  0.09
H 1.0560 -3.0874 0.8790  0.07
H 2.1807 -2.5050 -0.3514  0.10
H 0.7126 -3.4221 -0.6849  0.09
H -1.8552 1.8058 -0.2087  0.10
H -0.9883 1.0285 -1.3486  0.04
H -0.3832 2.4481 -0.6975  0.11
H -0.7108 3.0204 3.3616  0.04
H -1.8819 1.6824 3.0672  0.06
H -1.5814 3.0111 1.9324  0.09
H 0.4376 1.0001 2.7174  0.12
H 0.7593 2.4609 1.7024  0.11
H 2.2709 0.5683 -2.3292  0.19

Cartesian forces, eV/Å:
C 1.5 -1.5 1.1
C -0.7 -0.5 1.6
C 0.6 -0.2 0.2
C -2.4 0.0 2.6
C 1.3 -2.5 -3.8
C 1.7 0.3 -0.3
C -0.4 -0.9 1.7
C -0.3 1.0 -1.6
C -1.0 3.4 2.4
C 0.3 -0.3 -5.4
C -0.5 -1.8 1.6
N 1.0 1.4 0.4
N -1.1 3.1 2.4
H 0.0 -0.7 -0.5
H -1.7 1.5 -1.5
H -0.6 0.6 0.0
H -0.1 -0.7 -1.2
H 2.0 -1.2 -0.5
H 0.3 0.7 -0.3
H -0.7 0.4 -1.2
H 0.0 1.5 -0.3
H 1.3 -1.0 -0.6
H 0.1 -0.4 2.1
H -0.7 0.1 0.3
H -0.3 0.1 -0.6
H 0.1 0.0 0.0
H -0.1 -2.3 -2.8
H 0.6 -0.4 0.4
H 0.9 1.6 2.6
H -0.6 -0.6 0.8
H -0.5 -0.2 0.7
H 0.4 0.4 -0.7
H -0.1 -0.3 -0.3
H -0.7 -0.8 0.3

HOMO-LUMO gap: 9.991 eV
net charge: +1
electronic energy: -14719.0321 eV
relative energy (zero: lowest compared OMol25 entry of this formula, charge and spin): 40.1 kcal per mole
multiplicity: 1

2.
ORCA calculation (ωB97M-V/def2-TZVPD) on an isolated ion of composition C11H21N2O and charge +1.

Last column: Löwdin charge in e.
CARTESIAN COORDINATES (ANGSTROEM)
C 1.4427 2.4971 1.1136  -0.04
N 1.0182 1.1314 1.0142  0.00
C 0.1808 0.4829 0.0008  -0.18
C -0.9177 -0.4459 0.3419  -0.12
C -2.3011 -0.1243 -0.2498  -0.65
C -2.7020 1.1913 0.3229  -0.06
C -3.3234 -1.0733 0.3399  -0.04
C -2.1925 -0.1183 -1.7485  -0.03
N 1.5974 0.1011 0.1761  -0.06
C 1.8153 -1.1835 0.9917  -0.03
C 2.5891 -1.9568 -0.0254  -0.19
C 3.4206 -1.0294 -0.7927  -0.07
C 2.6687 0.3528 -0.8338  -0.29
O 2.8121 1.3121 -1.4900  0.22
H 0.7405 3.1033 1.7103  0.11
H 2.5022 2.4745 1.4905  0.12
H 1.4031 3.0698 0.1953  0.08
H 0.0249 1.1114 -0.9475  0.19
H -0.9775 -0.4558 1.5114  0.18
H -0.6154 -1.3612 -0.1661  0.14
H -3.6144 1.6848 -0.1605  0.13
H -1.7992 1.8976 0.2077  0.10
H -2.8693 1.1006 1.3973  0.09
H -3.4507 -1.9985 -0.4080  0.14
H -3.0377 -1.2158 1.3921  0.10
H -4.2789 -0.7221 0.2755  0.05
H -2.8391 0.6669 -2.1687  0.10
H -2.5250 -1.0841 -2.2661  0.12
H -1.2405 0.1785 -2.0392  0.04
H 0.7733 -1.4895 1.1102  0.10
H 2.4308 -0.9027 1.9002  0.17
H 2.0037 -2.5904 -0.7009  0.14
H 3.3082 -2.5772 0.5769  0.15
H 3.5889 -1.3771 -1.7994  0.13
H 4.3640 -0.6503 -0.2719  0.17

Cartesian forces, eV/Å:
C 1.3 1.1 -0.8
N -2.4 -1.5 0.3
C 0.3 3.7 -1.2
C -0.2 -0.5 1.7
C -0.2 0.2 0.7
C 0.6 3.1 -0.5
C 2.0 -3.4 -2.1
C -2.8 -0.8 -1.1
N -0.2 0.8 1.8
C 0.1 1.9 -1.0
C 1.3 -2.7 1.7
C 1.2 3.7 -0.3
C 0.5 -3.1 -0.6
O -0.4 0.7 0.3
H 0.4 -1.0 0.6
H -1.2 0.4 0.0
H 0.4 -0.2 -0.7
H 0.5 -0.9 1.3
H 0.1 -0.6 -2.1
H -0.2 -0.8 0.6
H 1.3 -0.8 0.6
H -1.5 -0.4 0.1
H -0.1 0.1 0.0
H 0.8 1.2 2.3
H -0.5 -0.8 -0.4
H -2.5 1.6 0.1
H 0.0 -0.3 0.1
H 0.8 1.2 0.9
H 1.8 0.1 -0.9
H 0.9 -0.5 1.0
H -1.1 -0.4 -1.0
H -0.1 0.1 0.4
H -0.9 -0.2 -0.8
H 0.6 0.2 -0.3
H -0.7 -1.1 -0.7

HOMO-LUMO gap: 10.483 eV
net charge: +1
electronic energy: -16765.0836 eV
SMILES string: CN1[C@H](CC(C)(C)C)[N@+]12CCCC2=O
relative energy (zero: lowest compared OMol25 entry of this formula, charge and spin): 101.9 kcal per mole
multiplicity: 1

3.
ORCA calculation (ωB97M-V/def2-TZVPD) on an isolated molecule of C11H21N3O5.

Last column: Löwdin charge in e.
CARTESIAN COORDINATES (ANGSTROEM)
N 2.5752 2.8679 0.3537  -0.01
C 3.8717 2.1531 0.0300  -0.25
C 3.8645 0.6153 -0.1100  -0.22
C 2.9030 0.0676 -1.0832  -0.24
C 2.3726 -1.2640 -0.6097  -0.16
C 1.1873 -1.1433 0.4103  -0.29
N 1.7695 -1.1546 1.7498  0.06
C 0.0984 -2.2275 0.0740  -0.48
O 0.4283 -3.3552 0.1643  0.10
N -1.1315 -1.9225 -0.3963  0.11
C -1.7635 -0.6269 -0.4038  -0.24
C -3.0752 -0.7511 -1.2078  -0.11
C -3.8958 0.5050 -1.2719  -0.11
C -4.7868 0.7577 -0.1098  -0.50
O -5.4085 1.8043 -0.0610  0.10
O -4.6373 -0.1121 0.9401  0.09
C -1.9110 -0.1822 1.0246  -0.47
O -1.5252 -0.7441 2.0092  0.15
O -2.5228 1.0302 1.0789  0.09
H 2.0371 2.3769 1.0854  0.06
H 2.6934 3.7914 0.7484  0.05
H 4.6807 2.3514 0.7365  0.10
H 4.1660 2.5866 -0.8907  0.08
H 4.9030 0.3441 -0.3817  0.13
H 3.5913 0.1713 0.8267  0.08
H 2.0993 0.7782 -1.2821  0.10
H 3.3033 0.0401 -2.1522  0.13
H 3.1353 -1.8768 -0.0134  0.14
H 2.0220 -2.0589 -1.2300  0.09
H 0.7410 -0.1117 0.2424  0.14
H 1.5862 -2.1029 2.2235  0.13
H 1.2969 -0.5508 2.3070  0.01
H -1.7088 -2.7047 -0.7869  0.17
H -1.0962 0.0323 -0.8710  0.14
H -2.7719 -0.8909 -2.2644  0.13
H -3.5401 -1.6927 -0.7867  0.15
H -3.3742 1.3879 -1.4710  0.12
H -4.5463 0.3700 -2.1623  0.15
H -5.3181 0.2484 1.5181  0.13
H -2.3128 1.1933 2.0229  0.15

Cartesian forces, eV/Å:
N -0.1 -1.6 0.6
C -0.5 0.2 0.9
C 0.6 1.6 0.3
C -0.6 -0.4 -3.3
C -0.3 -2.1 2.0
C -0.5 2.0 -0.9
N 0.4 -4.2 -0.4
C 0.7 2.4 0.5
O 1.0 -3.5 0.4
N -1.4 -0.4 -1.3
C -0.3 -1.9 0.5
C 1.5 -0.6 0.0
C -2.2 -2.4 -0.6
C 0.8 1.9 0.3
O -0.1 -1.7 0.6
O -1.9 0.5 -1.4
C -0.7 0.7 -0.6
O 0.1 0.0 0.0
O 2.1 -0.1 1.3
H 0.5 0.0 -0.5
H 0.5 0.1 -0.2
H -0.1 0.3 0.3
H 0.5 0.4 -1.1
H -0.5 -0.1 0.4
H 0.3 -0.1 0.8
H -0.4 0.0 0.6
H 0.1 -0.4 1.3
H -0.6 1.2 -0.8
H 0.1 0.1 -1.8
H 0.4 -1.0 0.3
H 0.6 1.6 -1.2
H -1.8 2.3 2.1
H 1.2 0.9 0.9
H 0.7 1.5 -0.7
H 0.0 -0.6 0.6
H -0.2 1.3 -0.8
H 1.1 1.2 -0.1
H 0.0 0.3 0.5
H -0.1 -0.3 0.9
H -0.8 0.8 -0.2

HOMO-LUMO gap: 9.496 eV
net charge: 0
electronic energy: -26454.7525 eV
SMILES string: NCCCC[C@H](N)C(=O)N[C@@H](CCC(=O)O)C(=O)O
relative energy (zero: lowest compared OMol25 entry of this formula, charge and spin): 47.2 kcal per mole
multiplicity: 1

4.
ORCA calculation (ωB97M-V/def2-TZVPD) on an isolated molecule of C11H21N3O5.

Last column: Löwdin charge in e.
CARTESIAN COORDINATES (ANGSTROEM)
N 2.9685 6.2346 1.0360  -0.02
C 1.5946 5.6984 0.9956  -0.28
C 1.6770 4.1374 1.1834  -0.19
C 0.2446 3.5413 1.1585  -0.19
C 0.2908 2.0193 1.2260  -0.13
C 0.1931 1.3174 -0.1790  -0.21
N 0.3334 -0.1421 -0.0655  0.10
C -0.6108 -0.9094 0.5213  -0.44
O -1.4987 -0.4352 1.2251  0.07
C -0.4605 -2.4070 0.2814  -0.31
N -1.1385 -3.1230 1.3370  0.06
C -1.1524 -2.7525 -1.0389  -0.14
C -0.9399 -4.2073 -1.5250  -0.08
C -2.0449 -5.2075 -1.1493  -0.53
O -2.5478 -5.8980 -1.9783  0.11
O -2.4279 -5.2137 0.1619  0.07
C 1.2431 1.9146 -1.0747  -0.50
O 1.0438 2.7029 -1.9650  0.14
O 2.5099 1.4250 -0.9077  0.10
H 3.0519 7.2009 0.7418  0.06
H 3.3079 6.2044 1.9906  0.06
H 0.8093 6.1372 1.6429  0.11
H 1.2856 5.9369 -0.0353  0.11
H 2.1492 3.9414 2.1515  0.11
H 2.3763 3.7804 0.4368  0.10
H -0.2508 3.8695 0.2273  0.12
H -0.3099 3.9219 2.0274  0.12
H 1.2063 1.6816 1.7225  0.12
H -0.5718 1.6221 1.7698  0.10
H -0.7785 1.5151 -0.6612  0.17
H 0.8503 -0.5635 -0.8378  0.15
H 0.6083 -2.6516 0.1475  0.16
H -0.4773 -3.1950 2.1182  0.12
H -1.8742 -2.5365 1.7624  0.11
H -0.8329 -2.1198 -1.8701  0.11
H -2.2165 -2.4766 -0.9893  0.14
H -0.0558 -4.6446 -1.0599  0.12
H -0.8619 -4.2083 -2.6172  0.12
H -1.9086 -4.5152 0.6461  0.04
H 2.5067 0.7959 -0.1504  0.12

Cartesian forces, eV/Å:
N -0.3 0.0 0.9
C 0.6 -0.6 -1.1
C -1.0 1.9 0.3
C 1.0 0.0 -0.3
C -0.9 -0.8 -0.6
C -0.7 0.5 0.8
N 1.1 0.6 -1.0
C -0.5 0.6 0.8
O 0.5 -0.6 -0.6
C -0.7 0.6 -1.0
N 0.8 -0.3 1.7
C -0.4 0.0 -0.9
C -0.6 -0.1 0.5
C -0.1 1.1 0.8
O -0.4 -0.7 -0.2
O 0.5 -0.1 -1.2
C 0.8 -0.2 -1.7
O -0.1 -0.4 1.1
O -0.5 -0.4 0.9
H -0.3 -0.1 -0.1
H 0.2 0.0 0.0
H 0.6 0.0 0.2
H -0.3 -0.4 0.3
H -0.1 -0.1 0.1
H -0.2 -0.3 -0.3
H 0.0 -0.1 0.4
H 0.1 0.0 -0.3
H -0.1 -0.1 0.0
H 0.3 0.1 0.1
H 0.3 0.3 0.4
H -0.2 -0.1 0.4
H -0.4 -0.2 0.6
H -0.3 -0.4 -0.2
H 0.2 0.0 -0.8
H 0.5 0.2 0.2
H 0.1 -0.4 0.3
H 0.4 0.2 -0.2
H 0.1 -0.3 0.4
H -0.1 -0.2 0.1
H 0.1 0.6 -0.5

HOMO-LUMO gap: 9.499 eV
net charge: 0
electronic energy: -26456.5918 eV
SMILES string: NCCCC[C@H](NC(=O)[C@@H](N)CCC(=O)O)C(=O)O
relative energy (zero: lowest compared OMol25 entry of this formula, charge and spin): 4.8 kcal per mole
multiplicity: 1